{
  "formula": "CH4NO3S",
  "method": "ωB97M-V with the def2-TZVPD basis set",
  "symbols": ["C", "N", "O", "O", "O", "S", "H", "H", "H", "H"],
  "coordinates": [[-1.347, 0.114, 0.261], [1.666, 0.999, -0.070], [0.046, -1.886, 1.191], [0.103, -1.438, -1.305], [2.931, 1.003, 0.059], [0.158, -0.884, 0.107], [-0.877, 1.119, 0.107], [-2.025, -0.277, -0.470], [-1.986, 0.239, 1.173], [1.330, 1.013, -1.052]],
  "atomic_forces_ev_per_a": [[-0.1, 1.6, 0.7], [1.6, 1.7, 1.9], [0.1, -0.2, -0.1], [-0.5, 0.6, 1.4], [-2.6, -0.6, -1.1], [0.6, -1.5, -0.8], [-1.0, -0.4, -0.6], [-0.2, 0.3, -1.0], [1.2, -0.7, -0.1], [0.7, -0.7, -0.5]],
  "charge": -1,
  "de_lowest_kcal_mol": 84.5,
  "gap_ev": [7.2, 7.2],
  "e_tot_ha": -719.076461
}